(1)
A 2-piece molecular cluster, H8SSi3 overall at a distorted geometry, computed with the ωB97M-V functional and the def2-TZVPD basis.

The net charge is 0. The HOMO-LUMO gap comes out at 7.17 eV. The calculation puts the energy above the lowest of the compared OMol25 structures with the same formula, charge and spin at 1.2893 eV. The value obtained for the LUMO energy is -0.9619 eV.

XYZ file:
```
12
H8SSi3 the ωB97M-V functional and the def2-TZVPD basis
Si 0.08553 2.07723 -0.88707
Si -0.07099 -1.08131 1.62262
Si -1.25555 -1.03246 -1.60437
S -1.14448 -2.24406 0.19420
H -1.13883 2.85953 -0.75236
H 0.86740 2.09521 0.34117
H 0.85986 2.45967 -2.05781
H -0.82151 0.15721 1.84224
H 1.27038 -0.79013 1.12017
H -0.03790 -1.94458 2.79219
H -2.64242 -1.08122 -2.03047
H -0.34813 -1.66791 -2.55394
```

***

(2)
A 4-piece molecular cluster, H9NO3 overall at a distorted geometry, computed with the ωB97M-V functional and the def2-TZVPD basis.

The net charge is 0. The HOMO-LUMO gap comes out at 10.98 eV. The calculation puts the energy above the lowest of the compared OMol25 structures with the same formula, charge and spin at 2.3090 eV. Its SMILES is N.O.O.O. The value obtained for the LUMO energy is 0.4911 eV.

XYZ file:
```
13
H9NO3 the ωB97M-V functional and the def2-TZVPD basis
N -1.79007 1.14359 -0.17245
H -2.75389 0.98970 0.09960
H -1.70668 1.29863 -1.22629
H -1.14860 0.58807 0.26028
O -1.47759 -1.32613 -0.01747
H -1.49898 -0.28517 -0.08759
H -1.61256 -1.65561 0.92471
O 3.43902 0.29648 0.39767
H 2.50016 0.11605 0.44067
H 3.62178 0.26268 1.35392
O 1.07287 -0.36510 -0.34593
H 0.11724 -0.73214 -0.33895
H 1.23727 -0.33105 -1.28817
```

***

(3)
A 4-piece molecular cluster, H9O4 overall at a distorted geometry, computed with the ωB97M-V functional and the def2-TZVPD basis.

The net charge is +1. The HOMO-LUMO gap comes out at 12.92 eV. The calculation puts the energy above the lowest of the compared OMol25 structures with the same formula, charge and spin at 1.4400 eV. The value obtained for the LUMO energy is -3.2420 eV.

XYZ file:
```
13
H9O4 the ωB97M-V functional and the def2-TZVPD basis
O -0.05432 -0.96581 0.90321
H -0.21646 -1.92126 0.66221
H -0.33313 -0.17070 0.16061
H 0.94082 -1.13902 0.97033
O -1.23043 3.14680 -0.87117
H -0.70421 4.01620 -0.71778
H -1.81166 3.50894 -1.55558
O -0.84690 0.87155 -0.48978
H -0.39213 1.60887 -1.07285
H -1.59105 1.20369 -0.02481
O 1.72511 -3.09904 0.66864
H 2.39991 -3.25607 1.35313
H 2.11446 -3.80415 0.01382
```

***

(4)
A 5-piece molecular cluster, H9O5 overall, computed with the ωB97M-V functional and the def2-TZVPD basis.

The net charge is -1. The HOMO-LUMO gap comes out at 9.49 eV. The calculation puts the energy above the lowest of the compared OMol25 structures with the same formula, charge and spin at 0.0936 eV. The value obtained for the LUMO energy is 4.1361 eV.

XYZ file:
```
14
H9O5 the ωB97M-V functional and the def2-TZVPD basis
O -0.77074 0.87070 -0.68543
H -1.18643 1.27037 -1.45278
O 1.71806 1.24020 -1.18382
H 1.86500 0.94348 -2.08394
H 0.70915 1.08838 -0.99828
O 0.03966 -1.71826 -1.50906
H 0.94033 -1.45376 -1.71927
H -0.30095 -0.91264 -1.05793
O -1.79634 -0.27183 1.35874
H -1.44787 0.10213 0.46934
H -2.51073 -0.85388 1.08103
O 0.86001 -0.15524 2.29236
H 0.93602 0.35761 1.47888
H -0.03419 -0.53605 2.22413
```

***

(5)
A 2-piece molecular cluster, HI3OP overall at a distorted geometry, computed with the ωB97M-V functional and the def2-TZVPD basis.

The net charge is +1. The HOMO-LUMO gap (alpha / beta) comes out at 5.46 / 5.46 eV. The calculation puts the energy above the lowest of the compared OMol25 structures with the same formula, charge and spin at 2.4375 eV. The value obtained for the LUMO energy (alpha / beta) is -8.1080 / -8.1285 eV.

XYZ file:
```
6
HI3OP the ωB97M-V functional and the def2-TZVPD basis
O 1.21902 0.31383 0.20509
P -0.16953 -0.20193 -0.24795
I -1.21503 -1.84398 1.16233
I -0.15626 -1.11980 -2.51735
I -1.62066 2.69909 0.53763
H 1.94246 0.15278 0.86024
```

***

(6)
One molecule with the formula HI5Si2 at a distorted geometry, computed with the ωB97M-V functional and the def2-TZVPD basis.

The net charge is 0. The HOMO-LUMO gap (alpha / beta) comes out at 5.48 / 4.36 eV. The calculation puts the energy above the lowest of the compared OMol25 structures with the same formula, charge and spin at 0.0924 eV. The expectation value of S² is 2.0124. The value obtained for the LUMO energy (alpha / beta) is -0.7514 / -5.0784 eV. Its spin multiplicity is 3.

XYZ file:
```
8
HI5Si2 the ωB97M-V functional and the def2-TZVPD basis
Si 0.23627 -0.42182 1.39125
Si 1.65441 -2.48755 0.96116
I -2.02807 -1.18137 0.79042
I 0.44567 0.29355 3.74964
I 1.16773 -4.10542 -0.97592
I 3.87953 -1.61531 0.36137
I 2.08177 -3.64829 3.15556
H 0.36217 0.76561 0.38284
```

***

(7)
HIN3P as an isolated structure at a distorted geometry, computed with the ωB97M-V functional and the def2-TZVPD basis.

The net charge is 0. The HOMO-LUMO gap comes out at 9.91 eV. The calculation puts the energy above the lowest of the compared OMol25 structures with the same formula, charge and spin at 1.8837 eV. The value obtained for the LUMO energy is -0.1992 eV.

XYZ file:
```
6
HIN3P the ωB97M-V functional and the def2-TZVPD basis
N 1.39713 1.59892 -0.38577
N 0.50079 1.87880 0.18889
N -1.79732 0.43359 -0.85376
P -1.40100 0.59264 0.54121
I 1.29142 -2.02797 -0.14270
H 0.00897 -2.47597 0.65212
```

***

(8)
HINO2S as an isolated structure at a distorted geometry, computed with the ωB97M-V functional and the def2-TZVPD basis.

The net charge is -1. The HOMO-LUMO gap comes out at 7.16 eV. The calculation puts the energy above the lowest of the compared OMol25 structures with the same formula, charge and spin at 1.4119 eV. The value obtained for the LUMO energy is 3.1222 eV.

XYZ file:
```
6
HINO2S the ωB97M-V functional and the def2-TZVPD basis
N 0.13802 1.00751 -0.64790
O -1.11277 -1.51446 -0.95323
O -0.48322 -1.06152 1.36213
S -0.05750 -1.04169 -0.05925
I 2.05118 1.17196 -0.14073
H -0.53572 1.43819 0.43897
```

***

(9)
A 2-piece molecular cluster, HN2O2 overall at a distorted geometry, computed with the ωB97M-V functional and the def2-TZVPD basis.

The net charge is -1. The HOMO-LUMO gap (alpha / beta) comes out at 6.18 / 6.62 eV. The calculation puts the energy above the lowest of the compared OMol25 structures with the same formula, charge and spin at 3.5747 eV. The value obtained for the LUMO energy (alpha / beta) is 3.6241 / 3.8288 eV.

XYZ file:
```
5
HN2O2 the ωB97M-V functional and the def2-TZVPD basis
N -1.07334 1.57253 0.05713
N 0.68129 -0.53979 0.10233
O 0.65367 -1.50363 -0.65728
O 1.00494 -0.56771 1.27764
H -1.26657 1.03859 -0.77981
```

***

(10)
An isolated ion of composition HN2O3S and charge -1 at a distorted geometry, computed with the ωB97M-V functional and the def2-TZVPD basis.

The net charge is -1. The HOMO-LUMO gap comes out at 7.88 eV. The calculation puts the energy above the lowest of the compared OMol25 structures with the same formula, charge and spin at 6.9008 eV. Its SMILES is [O-][N+]([O-])=NOS. The value obtained for the LUMO energy is 3.5828 eV.

XYZ file:
```
7
HN2O3S the ωB97M-V functional and the def2-TZVPD basis
O -1.61115 0.31730 0.08724
N -0.77831 0.02580 0.96277
O -0.92395 0.10414 2.21677
N 0.33725 -0.57333 0.69831
O 0.53073 -0.96261 -0.95027
S 1.62311 0.05936 -1.53517
H 0.82231 1.02934 -1.47965
```

***

(11)
HN2O4S as an isolated structure at a distorted geometry, computed with the ωB97M-V functional and the def2-TZVPD basis.

The net charge is -1. The HOMO-LUMO gap comes out at 9.15 eV. The calculation puts the energy above the lowest of the compared OMol25 structures with the same formula, charge and spin at 1.6288 eV. The value obtained for the LUMO energy is 3.9861 eV.

XYZ file:
```
8
HN2O4S the ωB97M-V functional and the def2-TZVPD basis
N -0.11323 0.03882 -0.33793
N -1.02228 -0.60146 -0.99550
O 2.53222 0.87543 -1.21468
O -1.86942 -1.20978 -0.32092
O -0.91682 -0.57243 -2.24524
O 0.77692 2.55871 -1.26803
S 1.15330 1.24672 -1.69721
H -0.17440 0.26403 0.63063
```

***

(12)
One molecule with the formula HN2P at a distorted geometry, computed with the ωB97M-V functional and the def2-TZVPD basis.

The net charge is 0. The HOMO-LUMO gap (alpha / beta) comes out at 7.19 / 7.12 eV. The calculation puts the energy above the lowest of the compared OMol25 structures with the same formula, charge and spin at 1.5009 eV. The value obtained for the LUMO energy (alpha / beta) is -0.8312 / -0.8960 eV.

XYZ file:
```
4
HN2P the ωB97M-V functional and the def2-TZVPD basis
N -2.53805 -0.55006 0.14579
N -1.77016 0.03940 -0.41471
P -0.59993 1.03570 0.13064
H -0.17254 0.17131 0.95320
```

***

(13)
One molecule with the formula HN3O2S at a distorted geometry, computed with the ωB97M-V functional and the def2-TZVPD basis.

The net charge is 0. The HOMO-LUMO gap (alpha / beta) comes out at 8.53 / 8.52 eV. The calculation puts the energy above the lowest of the compared OMol25 structures with the same formula, charge and spin at 3.6526 eV. Its SMILES is [H]/N=N/S[N+](=O)[O-]. The value obtained for the LUMO energy (alpha / beta) is -1.2258 / -1.2292 eV.

XYZ file:
```
7
HN3O2S the ωB97M-V functional and the def2-TZVPD basis
H 0.15602 -0.51867 -0.71519
N -0.67690 -0.09827 -0.62939
N -1.07639 0.03144 0.45360
S -2.80883 1.28367 0.19031
N -3.58808 -0.18271 -0.00360
O -2.95742 -1.15366 0.26406
O -4.68734 -0.17815 -0.50321
```

***

(14)
A 2-piece molecular cluster, HN3O2S overall at a distorted geometry, computed with the ωB97M-V functional and the def2-TZVPD basis.

The net charge is 0. The HOMO-LUMO gap (alpha / beta) comes out at 9.15 / 9.15 eV. The calculation puts the energy above the lowest of the compared OMol25 structures with the same formula, charge and spin at 0.1057 eV. Its SMILES is [O-][N+](O)=S.N#N. The value obtained for the LUMO energy (alpha / beta) is -0.7537 / -0.7541 eV.

XYZ file:
```
7
HN3O2S the ωB97M-V functional and the def2-TZVPD basis
O -2.75445 -0.68950 -0.27365
N -1.62395 -0.75419 0.01926
O -0.85541 0.33117 -0.35088
S -0.89936 -1.97096 0.71673
H -0.10132 0.14042 0.11907
N 2.61191 -1.21610 -0.79012
N 1.94897 -0.45046 -0.39960
```

***

(15)
One molecule with the formula HNO at a distorted geometry, computed with the ωB97M-V functional and the def2-TZVPD basis.

The net charge is 0. The HOMO-LUMO gap comes out at 9.49 eV. The calculation puts the energy above the lowest of the compared OMol25 structures with the same formula, charge and spin at 0.3310 eV. Its SMILES is N=O. The value obtained for the LUMO energy is -0.2798 eV.

XYZ file:
```
3
HNO the ωB97M-V functional and the def2-TZVPD basis
N 0.34116 0.38200 0.00000
O 0.34116 -0.82226 0.00000
H -0.68233 0.44027 0.00000
```

***

(16)
One molecule with the formula HNO at a distorted geometry, computed with the ωB97M-V functional and the def2-TZVPD basis.

The net charge is 0. The HOMO-LUMO gap comes out at 9.40 eV. The calculation puts the energy above the lowest of the compared OMol25 structures with the same formula, charge and spin at 0.1634 eV. Its SMILES is N=O. The value obtained for the LUMO energy is -0.5496 eV.

XYZ file:
```
3
HNO the ωB97M-V functional and the def2-TZVPD basis
N -0.14943 0.25791 0.34940
O 0.05331 0.41640 -0.85289
H 0.09613 -0.67431 0.50349
```

***

(17)
One molecule with the formula HNO2S at a distorted geometry, computed with the ωB97M-V functional and the def2-TZVPD basis.

The net charge is 0. The HOMO-LUMO gap comes out at 8.84 eV. The calculation puts the energy above the lowest of the compared OMol25 structures with the same formula, charge and spin at 1.9070 eV. Its SMILES is O=NOS. The value obtained for the LUMO energy is -0.5529 eV.

XYZ file:
```
5
HNO2S the ωB97M-V functional and the def2-TZVPD basis
O 1.45965 -1.28185 -0.87979
N 1.04917 -0.64471 -0.00409
O -0.03717 0.26434 -0.56775
S -0.75842 1.31591 0.42897
H -1.71324 0.34631 1.02266
```

***

(18)
One molecule with the formula HNO2S2 at a distorted geometry, computed with the ωB97M-V functional and the def2-TZVPD basis.

The net charge is 0. The HOMO-LUMO gap (alpha / beta) comes out at 8.75 / 8.75 eV. The calculation puts the energy above the lowest of the compared OMol25 structures with the same formula, charge and spin at 0.6184 eV. Its SMILES is O=NSSO. The value obtained for the LUMO energy (alpha / beta) is -0.4266 / -0.4269 eV.

XYZ file:
```
6
HNO2S2 the ωB97M-V functional and the def2-TZVPD basis
O -3.66967 1.39916 0.29947
N -2.84853 0.54731 0.50225
S -2.49525 -0.63923 -0.63200
S -0.97703 -1.51606 0.45692
O 0.11464 -0.31196 0.60895
H 0.72685 -0.27353 -0.13900
```

***

(19)
One molecule with the formula HNO2S2 at a distorted geometry, computed with the ωB97M-V functional and the def2-TZVPD basis.

The net charge is 0. The HOMO-LUMO gap (alpha / beta) comes out at 7.22 / 7.19 eV. The calculation puts the energy above the lowest of the compared OMol25 structures with the same formula, charge and spin at 2.8789 eV. The value obtained for the LUMO energy (alpha / beta) is -1.7835 / -1.8018 eV.

XYZ file:
```
6
HNO2S2 the ωB97M-V functional and the def2-TZVPD basis
N 2.55064 0.30570 -0.08029
O 2.09781 1.69789 -0.65929
O 3.65295 0.34142 0.34618
S -0.27948 -1.26620 -0.66111
S 1.72930 -1.08636 -0.10513
H 1.29307 1.41674 -0.88374
```

***

(20)
One molecule with the formula HNO3S at a distorted geometry, computed with the ωB97M-V functional and the def2-TZVPD basis.

The net charge is 0. The HOMO-LUMO gap comes out at 10.19 eV. The calculation puts the energy above the lowest of the compared OMol25 structures with the same formula, charge and spin at 1.1020 eV. The value obtained for the LUMO energy is -0.3787 eV.

XYZ file:
```
6
HNO3S the ωB97M-V functional and the def2-TZVPD basis
N -2.60551 -0.09575 0.43080
O -1.73493 0.22098 -0.67446
O -3.71284 -0.21296 0.07151
O -0.42323 2.10185 0.24474
S -0.13564 0.80274 -0.31701
H 0.01278 -0.28747 0.71215
```